1.
{
  "formula": "C43H78AgBO47",
  "method": "ωB97M-V/def2-TZVPD",
  "species": ["Ag", "O", "C", "O", "B", "O", "C", "O", "O", "C", "O", "C", "O", "O", "C", "O", "C", "O", "O", "C", "H", "H", "H", "H", "H", "H", "C", "O", "C", "O", "O", "C", "H", "H", "H", "H", "H", "H", "C", "O", "C", "O", "O", "C", "H", "H", "H", "H", "H", "H", "C", "O", "C", "O", "O", "C", "H", "H", "H", "H", "H", "H", "C", "O", "C", "O", "O", "C", "H", "H", "H", "H", "H", "H", "C", "O", "C", "O", "O", "C", "H", "H", "H", "H", "H", "H", "C", "O", "C", "O", "O", "C", "H", "H", "H", "H", "H", "H", "C", "O", "C", "O", "O", "C", "H", "H", "H", "H", "H", "H", "C", "O", "C", "O", "O", "C", "H", "H", "H", "H", "H", "H", "C", "O", "C", "O", "O", "C", "H", "H", "H", "H", "H", "H", "C", "O", "C", "O", "O", "C", "H", "H", "H", "H", "H", "H", "C", "O", "C", "O", "O", "C", "H", "H", "H", "H", "H", "H", "C", "O", "C", "O", "O", "C", "H", "H", "H", "H", "H", "H"],
  "xyz": [[0.582, 3.113, 6.825], [3.193, 2.424, 0.148], [2.641, 1.331, 0.249], [2.829, 0.232, -0.610], [1.836, -0.789, -0.278], [0.937, -0.123, 0.716], [1.329, 1.099, 1.043], [0.865, 1.857, 1.932], [2.473, -2.027, 0.190], [2.050, -3.010, -0.536], [2.419, -4.182, -0.432], [1.076, -2.528, -1.567], [1.163, -1.236, -1.534], [0.339, -3.201, -2.298], [-5.490, -6.439, 7.058], [-4.367, -5.769, 6.507], [-3.360, -6.491, 6.127], [-3.139, -7.678, 6.356], [-2.545, -5.710, 5.423], [-1.523, -6.200, 4.593], [-5.664, -7.381, 6.539], [-6.339, -5.778, 6.881], [-5.256, -6.619, 8.107], [-1.859, -6.960, 3.888], [-0.678, -6.591, 5.161], [-1.201, -5.355, 3.984], [3.736, 8.723, 9.575], [3.797, 8.897, 8.197], [3.431, 7.904, 7.341], [2.875, 6.848, 7.602], [3.845, 8.307, 6.096], [3.480, 7.616, 4.911], [4.402, 7.922, 9.896], [2.712, 8.429, 9.806], [4.036, 9.644, 10.076], [3.710, 8.178, 4.006], [2.407, 7.483, 5.044], [4.030, 6.677, 4.848], [-7.144, -2.905, -3.544], [-6.111, -2.085, -3.045], [-5.683, -1.055, -3.649], [-6.197, -0.525, -4.659], [-4.674, -0.569, -2.892], [-3.922, 0.545, -3.281], [-7.758, -3.248, -2.712], [-6.799, -3.836, -3.995], [-7.836, -2.426, -4.237], [-3.538, 0.962, -2.350], [-4.471, 1.282, -3.866], [-3.046, 0.252, -3.860], [1.259, -1.080, -7.816], [0.039, -0.503, -8.196], [-0.244, -0.187, -9.397], [0.387, -0.494, -10.430], [-1.388, 0.462, -9.341], [-2.109, 0.696, -10.564], [1.249, -1.509, -6.814], [2.120, -0.412, -7.782], [1.554, -1.842, -8.537], [-3.041, 1.185, -10.283], [-2.399, -0.249, -11.023], [-1.586, 1.334, -11.277], [1.303, 4.422, -5.486], [1.208, 4.570, -6.901], [0.038, 5.088, -7.373], [-0.983, 5.119, -6.709], [0.199, 5.403, -8.693], [-0.756, 6.218, -9.338], [0.505, 3.715, -5.257], [1.046, 5.283, -4.870], [2.274, 4.011, -5.213], [-0.438, 7.256, -9.427], [-1.760, 6.204, -8.913], [-1.001, 5.813, -10.320], [-4.291, 0.242, 3.116], [-4.962, -0.007, 4.297], [-4.281, 0.092, 5.473], [-3.276, 0.713, 5.692], [-5.000, -0.535, 6.438], [-4.444, -0.593, 7.697], [-3.564, -0.537, 2.887], [-3.696, 1.151, 3.208], [-5.108, 0.448, 2.424], [-5.309, -0.649, 8.358], [-4.009, 0.385, 7.902], [-3.724, -1.381, 7.919], [-4.592, -5.623, -12.820], [-4.456, -5.066, -11.519], [-4.075, -5.793, -10.445], [-3.683, -6.969, -10.389], [-4.042, -4.888, -9.393], [-3.518, -5.427, -8.184], [-5.283, -6.429, -12.575], [-3.632, -6.052, -13.109], [-5.107, -4.988, -13.542], [-2.435, -5.312, -8.134], [-3.803, -6.417, -7.828], [-3.761, -4.691, -7.417], [-4.060, 6.991, 4.207], [-4.567, 7.136, 5.536], [-3.912, 6.708, 6.610], [-2.879, 5.998, 6.674], [-4.551, 7.272, 7.653], [-3.985, 7.234, 8.988], [-2.995, 6.760, 4.211], [-4.170, 7.842, 3.535], [-4.487, 6.029, 3.924], [-3.399, 8.128, 9.203], [-3.446, 6.301, 9.151], [-4.771, 7.168, 9.740], [2.334, 11.909, 0.103], [2.776, 10.945, -0.787], [2.016, 9.933, -1.138], [0.813, 9.730, -0.843], [2.776, 8.953, -1.691], [4.153, 8.925, -2.005], [2.752, 12.890, -0.124], [2.622, 11.658, 1.124], [1.253, 12.049, 0.126], [4.288, 8.121, -2.728], [4.658, 8.647, -1.080], [4.525, 9.853, -2.441], [8.059, -0.823, 2.786], [8.460, -1.729, 3.804], [9.438, -1.302, 4.573], [9.926, -0.155, 4.572], [9.878, -2.275, 5.306], [10.800, -1.920, 6.373], [8.854, -0.479, 2.125], [7.593, 0.037, 3.267], [7.369, -1.303, 2.092], [10.471, -1.075, 6.978], [11.763, -1.704, 5.909], [10.977, -2.700, 7.113], [3.682, -1.836, 6.222], [4.578, -1.258, 7.196], [4.773, 0.107, 7.254], [4.095, 0.938, 6.589], [5.755, 0.326, 8.145], [6.367, 1.567, 8.229], [2.655, -1.506, 6.382], [3.680, -2.923, 6.305], [3.937, -1.629, 5.183], [5.674, 2.373, 8.473], [6.848, 1.724, 7.263], [7.100, 1.510, 9.033], [-4.265, -7.863, -1.450], [-4.444, -6.812, -0.536], [-5.620, -6.728, 0.133], [-6.594, -7.467, -0.022], [-5.628, -5.773, 1.009], [-6.736, -5.607, 1.844], [-3.379, -7.772, -2.078], [-5.040, -8.026, -2.199], [-4.212, -8.822, -0.933], [-6.738, -4.630, 2.328], [-6.861, -6.408, 2.573], [-7.645, -5.462, 1.262], [5.861, -8.805, -4.211], [5.271, -8.005, -5.204], [4.263, -8.508, -5.890], [3.784, -9.645, -5.909], [3.846, -7.521, -6.645], [2.813, -7.864, -7.595], [5.929, -9.872, -4.422], [5.433, -8.668, -3.218], [6.846, -8.339, -4.229], [3.144, -8.486, -8.427], [2.526, -6.927, -8.072], [1.951, -8.319, -7.107]],
  "relative_energy_kcal_mol": 51.68,
  "homo_energy_ev": -8.78,
  "homo_lumo_gap_ev": 4.1
}


2.
{
  "formula": "C43H78BBr2Cl2N3O8",
  "method": "ωB97M-V/def2-TZVPD",
  "species": ["C", "C", "O", "C", "C", "C", "C", "C", "C", "C", "C", "C", "C", "O", "C", "C", "N", "C", "Br", "C", "C", "Br", "C", "C", "O", "O", "O", "C", "B", "O", "C", "C", "C", "Cl", "C", "C", "Cl", "H", "H", "H", "H", "H", "H", "H", "H", "H", "H", "H", "H", "H", "H", "H", "H", "H", "H", "H", "H", "H", "H", "H", "H", "H", "H", "H", "H", "H", "H", "H", "H", "H", "H", "H", "H", "H", "H", "H", "H", "H", "H", "C", "C", "C", "C", "C", "C", "N", "O", "C", "C", "C", "H", "H", "H", "H", "H", "H", "H", "H", "H", "H", "H", "H", "H", "H", "H", "H", "H", "H", "C", "C", "C", "C", "C", "C", "N", "O", "C", "C", "C", "H", "H", "H", "H", "H", "H", "H", "H", "H", "H", "H", "H", "H", "H", "H", "H", "H", "H"],
  "xyz": [[0.744, -7.173, -1.209], [1.372, -5.631, -1.058], [0.368, -4.597, -1.358], [0.159, -4.418, -2.803], [0.484, -2.931, -3.390], [2.096, -2.678, -2.996], [2.317, -1.577, -1.810], [1.715, -1.637, -0.281], [1.949, -0.446, 0.870], [2.821, 0.895, 0.511], [3.473, 0.978, -1.002], [4.343, 2.349, -1.343], [3.243, -0.223, -2.141], [-0.230, -1.807, -3.044], [-1.604, -1.557, -3.042], [-2.108, -1.861, -1.470], [-2.399, -3.309, -1.174], [-2.657, -2.091, -4.124], [-4.593, -2.223, -3.441], [-2.460, -3.444, -4.962], [-3.509, -4.687, -4.643], [-2.883, -3.046, -6.933], [-1.624, 0.141, -3.122], [-0.760, 0.832, -1.903], [-0.557, 2.287, -2.018], [0.574, 2.653, -1.452], [-2.981, 0.672, -3.284], [-3.573, 1.331, -2.161], [-5.229, 1.410, -2.379], [-5.776, 2.446, -3.302], [-6.314, 0.439, -1.616], [-5.823, -0.155, -0.169], [-0.870, 0.656, -4.529], [0.951, 0.850, -4.462], [-1.503, 2.099, -5.080], [-2.609, 1.843, -6.261], [-0.040, 2.966, -5.907], [0.900, -7.719, -0.162], [1.362, -7.671, -2.074], [-0.406, -7.087, -1.414], [1.628, -5.513, 0.102], [2.391, -5.513, -1.621], [-0.890, -4.870, -3.151], [0.956, -5.145, -3.321], [0.523, -3.060, -4.579], [2.613, -2.227, -3.973], [2.646, -3.699, -2.801], [1.069, -2.544, 0.070], [1.440, -0.588, 1.932], [2.929, 1.712, 1.346], [4.568, 2.456, -2.491], [3.607, 3.251, -1.076], [5.286, 2.429, -0.655], [3.717, -0.068, -3.200], [-1.259, -1.574, -0.678], [-3.047, -1.240, -1.162], [-2.469, -3.908, -2.020], [-3.332, -3.365, -0.711], [-2.820, -1.252, -4.963], [-1.414, -3.932, -5.044], [-4.556, -4.562, -5.202], [-3.014, -5.636, -5.175], [-3.605, -4.975, -3.520], [-1.249, 0.684, -0.823], [0.333, 0.372, -1.763], [0.971, 3.383, -2.035], [-3.200, 2.465, -2.123], [-3.413, 0.897, -1.094], [-5.909, 3.273, -2.717], [-6.690, -0.464, -2.274], [-7.278, 1.099, -1.396], [-5.032, 0.514, 0.387], [-5.330, -1.230, -0.292], [-6.716, -0.309, 0.603], [-1.068, -0.097, -5.435], [-1.839, 2.818, -4.223], [-3.366, 1.041, -5.861], [-2.021, 1.318, -7.158], [-3.101, 2.820, -6.678], [9.050, -1.189, 4.068], [7.755, -0.335, 4.006], [6.908, -0.563, 5.286], [6.183, -1.901, 5.300], [5.344, -2.074, 4.037], [6.160, -1.885, 2.731], [7.002, -0.638, 2.742], [6.142, 0.451, 2.497], [7.055, -3.135, 2.506], [5.171, -1.933, 1.520], [8.309, 1.131, 4.055], [9.675, -1.019, 3.183], [9.649, -0.921, 4.947], [8.875, -2.258, 4.157], [6.158, 0.235, 5.382], [7.542, -0.490, 6.177], [6.901, -2.722, 5.402], [5.532, -1.954, 6.181], [4.874, -3.063, 4.053], [4.517, -1.346, 4.070], [7.813, -2.947, 1.736], [6.461, -3.992, 2.164], [7.554, -3.486, 3.408], [4.382, -1.174, 1.588], [4.653, -2.899, 1.470], [5.700, -1.795, 0.570], [8.896, 1.364, 3.158], [8.965, 1.274, 4.922], [7.513, 1.880, 4.149], [-2.308, 3.712, 4.068], [-2.906, 4.387, 2.805], [-3.239, 5.873, 3.105], [-4.488, 6.053, 3.956], [-5.677, 5.330, 3.328], [-5.398, 3.832, 3.040], [-4.095, 3.606, 2.322], [-4.297, 3.946, 0.970], [-5.417, 3.045, 4.380], [-6.622, 3.243, 2.264], [-1.703, 4.361, 1.799], [-2.041, 2.668, 3.866], [-1.393, 4.227, 4.386], [-2.962, 3.731, 4.936], [-3.384, 6.419, 2.162], [-2.392, 6.356, 3.606], [-4.310, 5.691, 4.974], [-4.717, 7.121, 4.047], [-6.547, 5.437, 3.985], [-5.940, 5.849, 2.392], [-4.996, 2.040, 4.255], [-6.441, 2.916, 4.751], [-4.889, 3.545, 5.190], [-6.828, 3.778, 1.330], [-7.541, 3.318, 2.859], [-6.470, 2.183, 2.029], [-1.439, 3.332, 1.525], [-0.812, 4.821, 2.242], [-1.911, 4.920, 0.879]],
  "multiplicity": 3,
  "homo_energy_ev": [-7.91, -7.91],
  "homo_lumo_gap_ev": [8.1, 7.4]
}


3.
{
  "formula": "C43H84BBrF3N16O30PS",
  "method": "ωB97M-V/def2-TZVPD",
  "species": ["C", "C", "N", "C", "C", "C", "C", "C", "O", "C", "C", "F", "F", "F", "C", "C", "C", "C", "C", "C", "C", "C", "C", "C", "C", "C", "O", "C", "S", "C", "C", "C", "P", "O", "Br", "C", "C", "C", "N", "B", "O", "N", "C", "C", "H", "H", "H", "H", "H", "H", "H", "H", "H", "H", "H", "H", "H", "H", "H", "H", "H", "H", "H", "H", "H", "H", "H", "H", "H", "H", "H", "H", "H", "H", "H", "H", "H", "H", "H", "H", "H", "H", "H", "H", "H", "H", "H", "H", "H", "C", "N", "O", "O", "H", "H", "H", "C", "N", "O", "O", "H", "H", "H", "C", "N", "O", "O", "H", "H", "H", "C", "N", "O", "O", "H", "H", "H", "C", "N", "O", "O", "H", "H", "H", "C", "N", "O", "O", "H", "H", "H", "C", "N", "O", "O", "H", "H", "H", "C", "N", "O", "O", "H", "H", "H", "C", "N", "O", "O", "H", "H", "H", "C", "N", "O", "O", "H", "H", "H", "C", "N", "O", "O", "H", "H", "H", "C", "N", "O", "O", "H", "H", "H", "C", "N", "O", "O", "H", "H", "H"],
  "xyz": [[-0.904, -0.845, 4.273], [0.301, -0.383, 5.232], [0.916, 0.931, 4.886], [1.292, 1.039, 3.473], [2.654, 0.369, 3.067], [3.165, 0.465, 1.610], [4.572, -0.204, 1.273], [4.501, -1.823, 1.338], [5.343, -2.255, 2.454], [4.897, -3.552, 2.921], [4.518, -3.427, 4.476], [3.175, -3.897, 4.652], [4.668, -2.133, 5.011], [5.378, -4.304, 5.214], [2.370, 1.220, 0.479], [1.017, 1.843, 0.891], [0.449, 1.780, 2.356], [-0.919, 2.452, 2.809], [-2.198, 2.027, 1.930], [-3.549, 2.349, 2.787], [-4.224, 3.750, 2.307], [-4.775, 3.703, 0.800], [-5.525, 2.315, 0.425], [-6.905, 2.262, 1.269], [-7.107, 0.720, 1.753], [-7.511, -0.117, 0.440], [-6.697, -1.333, 0.421], [-7.638, -2.422, 0.172], [0.057, 2.729, -0.450], [1.407, 3.335, -1.558], [1.217, 4.613, -2.418], [2.356, 5.093, -3.360], [2.188, 6.617, -4.491], [0.580, 7.210, -4.464], [2.492, 5.718, -6.595], [3.700, 4.301, -3.390], [3.876, 3.033, -2.528], [2.718, 2.512, -1.594], [2.999, 1.267, -0.857], [2.747, 0.033, -1.670], [3.835, -0.365, -2.584], [1.497, -0.792, -1.668], [1.944, -2.153, -2.185], [0.575, -0.302, -2.771], [-1.814, -0.167, 4.396], [-1.234, -1.888, 4.655], [-0.567, -0.992, 3.194], [-0.164, -0.251, 6.285], [1.066, -1.235, 5.350], [0.366, 1.732, 5.218], [3.285, -0.197, 3.837], [4.949, 0.103, 0.229], [5.347, 0.231, 2.013], [4.895, -2.210, 0.339], [3.390, -2.079, 1.499], [4.005, -3.972, 2.326], [5.760, -4.298, 2.736], [-0.858, 3.608, 2.760], [-1.192, 2.223, 3.907], [-2.275, 2.674, 0.994], [-2.176, 0.901, 1.687], [-3.321, 2.496, 3.909], [-4.315, 1.505, 2.727], [-3.484, 4.619, 2.365], [-5.116, 4.042, 2.977], [-5.465, 4.591, 0.539], [-3.896, 3.780, 0.049], [-4.858, 1.404, 0.597], [-5.807, 2.318, -0.690], [-6.893, 2.972, 2.171], [-7.742, 2.574, 0.547], [-6.123, 0.401, 2.229], [-7.980, 0.752, 2.508], [-8.636, -0.321, 0.494], [-7.345, 0.469, -0.538], [-8.313, -2.114, -0.712], [-7.032, -3.366, -0.033], [-8.305, -2.516, 1.098], [0.231, 5.180, -2.375], [0.026, 6.760, -5.146], [4.584, 4.598, -4.060], [4.841, 2.433, -2.569], [3.593, 0.095, -3.430], [1.083, -2.907, -2.012], [2.088, -2.137, -3.335], [2.849, -2.565, -1.627], [-0.006, 0.635, -2.479], [-0.197, -1.143, -2.965], [1.139, -0.168, -3.770], [8.153, -2.561, 3.292], [9.421, -2.124, 2.653], [9.374, -1.148, 1.922], [10.421, -2.777, 2.907], [7.354, -1.895, 2.979], [7.955, -3.582, 2.965], [8.294, -2.512, 4.370], [6.711, -2.625, -2.801], [6.375, -3.958, -2.235], [6.384, -4.910, -2.996], [6.114, -4.001, -1.042], [6.920, -2.738, -3.863], [5.851, -1.974, -2.643], [7.589, -2.256, -2.272], [0.924, 6.587, -9.448], [-0.221, 7.182, -10.186], [-0.015, 7.568, -11.323], [-1.289, 7.240, -9.596], [1.802, 6.601, -10.091], [1.089, 7.191, -8.557], [0.652, 5.565, -9.188], [-2.517, 8.526, 1.052], [-2.891, 7.137, 1.427], [-3.097, 6.912, 2.609], [-2.963, 6.324, 0.520], [-2.490, 9.137, 1.952], [-1.534, 8.486, 0.584], [-3.271, 8.893, 0.358], [1.476, -5.871, -0.106], [0.339, -5.266, -0.847], [0.549, -4.889, -1.991], [-0.726, -5.190, -0.257], [2.353, -5.874, -0.751], [1.650, -5.263, 0.781], [1.191, -6.885, 0.160], [-1.944, 8.473, -6.841], [-2.725, 8.967, -5.677], [-3.599, 9.789, -5.896], [-2.432, 8.510, -4.584], [-2.310, 8.960, -7.743], [-0.898, 8.724, -6.665], [-2.088, 7.395, -6.901], [-2.555, -6.888, -2.704], [-2.710, -8.347, -2.939], [-1.745, -8.951, -3.379], [-3.796, -8.837, -2.673], [-1.545, -6.592, -2.983], [-3.291, -6.376, -3.323], [-2.732, -6.704, -1.645], [9.381, -1.294, 7.797], [9.281, -0.686, 6.445], [8.249, -0.876, 5.817], [10.240, -0.041, 6.060], [8.461, -1.837, 8.007], [10.235, -1.971, 7.791], [9.523, -0.485, 8.512], [2.554, -8.168, 3.368], [1.673, -8.023, 2.180], [0.567, -7.541, 2.357], [2.124, -8.400, 1.108], [2.026, -7.796, 4.244], [2.786, -9.227, 3.478], [3.455, -7.583, 3.183], [-4.280, -12.121, -3.252], [-4.667, -13.508, -2.882], [-4.868, -13.738, -1.701], [-4.756, -14.317, -3.792], [-4.241, -11.514, -2.350], [-3.301, -12.169, -3.728], [-5.035, -11.741, -3.939], [4.563, 3.563, 4.034], [3.418, 4.168, 3.305], [3.622, 4.564, 2.170], [2.355, 4.222, 3.900], [5.439, 3.580, 3.388], [4.733, 4.158, 4.931], [4.287, 2.539, 4.285], [-2.802, 1.762, -3.630], [-3.602, 2.260, -2.481], [-4.476, 3.079, -2.719], [-3.325, 1.810, -1.382], [-3.155, 2.244, -4.539], [-1.759, 2.016, -3.438], [-2.942, 0.683, -3.685], [-12.462, 1.270, 0.786], [-11.135, 0.739, 1.194], [-11.121, -0.178, 2.000], [-10.154, 1.260, 0.691], [-13.238, 0.715, 1.309], [-12.491, 2.325, 1.058], [-12.552, 1.137, -0.291]],
  "homo_energy_ev": -7.86,
  "homo_lumo_gap_ev": 7.1
}